# 1
{"formula": "C3H7N3O", "method": "ωB97M-V/def2-TZVPD", "fmax_ev_per_a": 2.5, "orbital_gap_ev": 8.91, "e_tot_ha": -357.9453, "e_above_lowest_kcal_mol": 65.60, "smiles": "[H]/N=C(\\O)C/C=N\\N", "elements": ["H", "N", "C", "O", "C", "C", "N", "N", "H", "H", "H", "H", "H", "H"], "positions_angstrom": [[2.5193, 0.6238, 0.3267], [1.7220, 0.2583, -0.1986], [0.7641, 1.0563, -0.4279], [0.6748, 2.3624, -0.1196], [-0.4921, 0.3694, -0.8581], [-0.1398, -1.1019, -0.6039], [-0.4612, -1.8101, 0.4115], [-1.4519, -1.4091, 1.2607], [1.5245, 2.7168, 0.1863], [-1.3419, 0.7022, -0.2613], [-0.6544, 0.5701, -1.9235], [0.2692, -1.6401, -1.4558], [-1.6685, -2.1535, 1.8942], [-1.2640, -0.5446, 1.7692]]}

# 2
{"formula": "C6H8N2S", "method": "ωB97M-V/def2-TZVPD", "fmax_ev_per_a": 5.5, "orbital_gap_ev": 8.68, "e_tot_ha": -741.0225, "e_above_lowest_kcal_mol": 64.37, "smiles": "CC1=CS[C@@H](C#N)N1C", "elements": ["C", "C", "C", "S", "C", "C", "N", "N", "C", "H", "H", "H", "H", "H", "H", "H", "H"], "positions_angstrom": [[0.5880, -1.1042, -0.9444], [-0.1861, 0.2234, -0.9746], [-1.0950, 0.6124, -1.8762], [-1.9118, 2.1120, -1.5085], [-1.3107, 2.0956, 0.2184], [-2.3363, 1.6506, 1.1428], [-3.2049, 1.3389, 1.8445], [-0.0348, 1.0097, 0.1754], [0.0285, 0.2446, 1.4474], [1.5610, -1.0827, -0.3227], [0.8309, -1.3171, -2.0654], [-0.1681, -1.9904, -0.6568], [-1.1606, 0.1068, -2.9042], [-0.9149, 2.9532, 0.6483], [0.6681, 0.9706, 2.1852], [-0.9663, -0.0091, 1.9870], [0.5939, -0.6028, 1.4173]]}

# 3
{"formula": "C25H29GaN3P2", "method": "ωB97M-V/def2-TZVPD", "fmax_ev_per_a": 3.9, "orbital_gap_ev": [5.39, 4.31], "e_tot_ha": -3741.2961, "e_above_lowest_kcal_mol": 143.68, "total_charge": 1, "elements": ["C", "C", "C", "C", "C", "C", "C", "C", "C", "C", "C", "C", "C", "H", "H", "H", "H", "H", "H", "H", "N", "Ga", "C", "H", "H", "C", "H", "H", "P", "P", "C", "H", "H", "H", "C", "H", "H", "H", "C", "H", "H", "H", "C", "H", "H", "H", "H", "H", "N", "C", "C", "C", "C", "N", "C", "C", "H", "H", "H", "H"], "positions_angstrom": [[-1.8035, 2.8089, -3.1447], [-1.4311, 1.5052, -2.8491], [-0.0811, 1.1097, -3.2652], [0.9753, 2.1119, -3.1855], [0.5483, 3.4599, -3.0679], [-0.7950, 3.8007, -3.2934], [2.3133, 1.7292, -2.9670], [2.5450, 0.3402, -2.9574], [1.4318, -0.6008, -3.0657], [1.5790, -1.9272, -2.4770], [2.8635, -2.4718, -2.4801], [3.9843, -1.6064, -2.5760], [3.7978, -0.2140, -2.5812], [-2.8640, 3.0853, -3.2477], [1.3197, 4.2309, -2.9390], [-1.0743, 4.8215, -3.5936], [2.8142, 2.2743, -2.1749], [3.0103, -3.5627, -2.4137], [4.9945, -2.0366, -2.6560], [4.6382, 0.4710, -2.4346], [0.2466, -0.1737, -3.5566], [-0.0088, 0.3885, 1.4125], [-2.3007, 0.6136, -1.9953], [-2.2423, -0.4377, -2.2912], [-3.3485, 0.9470, -2.0671], [0.4379, -2.6079, -1.7687], [-0.5074, -2.4828, -2.3072], [0.6465, -3.6848, -1.6655], [-1.8020, 0.7324, -0.1176], [0.1947, -1.8875, -0.0035], [1.5342, -2.8123, 0.8397], [1.4504, -2.6633, 1.9227], [1.4627, -3.8879, 0.6249], [2.5181, -2.4535, 0.5181], [-1.2079, -2.9757, 0.4530], [-0.8660, -4.0207, 0.4987], [-1.6021, -2.6873, 1.4334], [-2.0116, -2.8941, -0.2900], [-2.2595, 2.4747, 0.2264], [-3.2726, 2.6841, -0.1443], [-2.2309, 2.6327, 1.3114], [-1.5537, 3.1620, -0.2523], [-3.2469, -0.1242, 0.6194], [-3.1603, -0.0959, 1.7123], [-4.1659, 0.3991, 0.3143], [-3.2901, -1.1692, 0.2874], [1.1441, 1.0204, 0.7900], [1.8568, 1.3290, 0.6649], [-0.3363, -0.1511, 8.3928], [-0.2680, -0.0633, 7.2423], [-0.1513, 0.0531, 5.8115], [-1.0119, -0.7427, 5.0232], [-0.9159, -0.6311, 3.6616], [0.0276, 0.2594, 3.2416], [0.8916, 1.0475, 3.9394], [0.7861, 0.9383, 5.2859], [-1.7436, -1.4239, 5.4185], [-1.4990, -1.1782, 2.8924], [1.5966, 1.6857, 3.3906], [1.4430, 1.5524, 5.9001]]}

# 4
{"formula": "C6H15N3O", "method": "ωB97M-V/def2-TZVPD", "fmax_ev_per_a": 5.8, "orbital_gap_ev": 7.99, "e_tot_ha": -477.0313, "e_above_lowest_kcal_mol": 68.87, "smiles": "C/N=C(\\C)N.CNC(C)=O", "elements": ["C", "N", "C", "C", "N", "H", "H", "H", "H", "H", "H", "H", "H", "C", "N", "C", "C", "O", "H", "H", "H", "H", "H", "H", "H"], "positions_angstrom": [[-0.9120, 0.8404, -1.7997], [-1.4839, 0.6748, -0.5149], [-1.6731, -0.0121, 0.5672], [-2.9893, -0.7373, 0.6948], [-1.3120, 0.5853, 1.7443], [-0.2746, -0.0231, -2.0331], [-1.6515, 0.8176, -2.6022], [-0.4977, 1.8514, -1.8563], [-2.8923, -1.5764, 1.3829], [-3.3833, -1.0300, -0.2724], [-3.7375, -0.0881, 1.1517], [-0.4583, 1.1296, 1.7135], [-1.5138, 0.1138, 2.6098], [1.7609, -1.8523, 0.8008], [1.4851, -0.8750, -0.2268], [1.4056, 0.5538, 0.0305], [2.1994, 1.3842, -0.9635], [1.3987, 0.8958, 1.2129], [1.5005, -1.3838, 1.7495], [1.2003, -2.7669, 0.5875], [2.8115, -2.1542, 0.8066], [1.8116, -1.1315, -1.1485], [3.2657, 1.1904, -0.8684], [2.0047, 2.4371, -0.7711], [1.9354, 1.1566, -1.9951]]}